The following is a DFT calculation (the ωB97M-V functional and the def2-TZVPD basis) of a 12-piece molecular cluster, C24H48Br24 overall at a distorted geometry.

The geometry in XYZ format:
```
96
Properties=species:S:1:pos:R:3:forces:R:3:lowdin_charge:R:1
Br -8.393 -0.282 -0.620 -0.1363 0.2986 -0.1852 0.629
C -7.001 -1.227 0.348 1.1295 0.2040 -1.4819 -0.740
C -7.278 -1.127 1.787 0.7004 -1.1449 1.2619 -0.693
Br -5.790 -1.977 2.756 0.3870 -0.4401 0.0384 0.589
H -5.994 -0.883 -0.089 -1.5962 -0.4200 1.1782 0.022
H -7.169 -2.253 0.115 0.2273 -0.7268 -0.6926 0.038
H -8.133 -1.759 2.105 0.2921 1.1153 -0.2882 0.075
H -7.143 -0.168 2.211 -0.9175 1.1101 0.1713 -0.011
Br 0.031 -3.550 2.678 0.2690 -0.2168 0.3827 0.696
C -1.111 -4.734 1.642 -0.2369 -1.4108 0.4419 -0.663
C -1.923 -3.788 0.858 -0.8574 0.3678 -0.2675 -0.787
Br -3.319 -4.666 -0.156 0.0529 -0.1269 -0.1724 0.631
H -1.719 -5.430 2.303 0.9587 1.0134 -0.6698 0.095
H -0.476 -5.285 0.937 -0.0714 -0.1239 0.6000 0.009
H -1.276 -3.258 0.194 0.1500 0.2775 -0.6907 -0.021
H -2.421 -3.066 1.471 -0.4037 0.3215 0.3825 0.002
Br -5.045 2.072 1.766 0.1639 0.0363 -0.6674 0.646
C -4.652 2.984 0.046 -1.1114 1.4763 1.1018 -0.636
C -5.204 2.301 -1.163 0.9854 0.9946 -0.8660 -0.643
Br -4.313 0.627 -1.661 -0.0370 0.5531 0.4058 0.748
H -3.579 3.082 -0.072 0.1466 0.2258 0.4201 0.034
H -5.181 4.020 0.216 1.2252 -1.9816 -0.6398 0.107
H -5.013 3.040 -1.992 -0.4279 -1.0330 0.5273 0.092
H -6.225 2.047 -1.057 -1.0538 -0.1392 -0.0995 0.009
Br -1.757 -0.046 -4.858 0.2222 0.3311 -0.3993 0.692
C -2.666 -1.412 -3.825 -1.0578 -0.0696 -2.7577 -0.708
C -4.094 -1.442 -4.324 -1.0424 0.2597 1.0343 -0.714
Br -5.177 -2.820 -3.417 0.2081 0.0598 0.4227 0.578
H -2.566 -1.080 -2.860 0.3167 0.1410 2.3635 -0.058
H -2.156 -2.307 -4.129 0.1492 -0.4766 0.5740 -0.008
H -4.183 -1.833 -5.298 0.3242 0.0981 -1.3469 0.015
H -4.699 -0.515 -4.205 0.8842 -0.6371 -0.1118 0.024
Br -0.048 3.611 -1.100 -1.2837 -0.0074 0.3910 0.705
C 1.180 2.911 -2.374 0.6465 -1.4313 0.2970 -0.719
C 0.701 1.991 -3.460 -1.5882 -0.2231 -0.9208 -0.701
Br 2.195 1.103 -4.362 -0.1960 0.3770 0.2967 0.610
H 1.800 2.250 -1.781 0.4735 0.2574 0.2480 0.016
H 1.727 3.772 -2.619 0.8783 0.7892 -0.9910 0.034
H 0.018 2.363 -4.263 0.8649 0.2348 0.7524 0.054
H 0.132 1.173 -3.015 0.1722 0.0136 0.0813 -0.017
Br 1.435 2.392 6.315 0.5214 -0.0401 -0.4721 0.612
C 2.853 3.194 5.143 -0.4106 -0.7683 -0.5239 -0.627
C 3.879 3.739 6.107 0.0649 -0.2147 -0.6043 -0.723
Br 5.341 4.707 5.247 -0.2065 -0.0431 -0.2396 0.606
H 2.251 3.926 4.586 0.7214 -0.0995 0.1401 0.017
H 3.260 2.400 4.457 -0.5301 0.7565 0.8072 0.059
H 4.375 2.939 6.643 -0.1816 0.0273 0.1862 0.050
H 3.388 4.437 6.749 0.0066 0.3575 0.5932 0.035
Br -1.927 -0.280 2.809 -0.1713 0.7544 0.4012 0.578
C -1.584 1.682 2.643 -1.3451 0.1459 -2.1166 -0.654
C -1.807 2.511 3.932 0.5216 -0.9114 -1.2514 -0.672
Br -1.742 4.407 3.556 0.1749 -0.0079 -0.1410 0.610
H -2.267 2.014 1.764 0.9330 -0.5221 1.7972 0.016
H -0.592 1.603 2.175 -0.0512 0.8225 0.9105 -0.012
H -1.034 2.261 4.624 0.5776 0.1308 0.5462 -0.012
H -2.752 2.367 4.418 -0.5404 -0.3844 -0.1735 0.038
Br 1.616 5.662 2.056 -0.2773 -0.3056 0.1189 0.640
C 2.778 5.294 0.552 0.4563 -0.1368 0.2688 -0.709
C 3.915 4.401 0.996 0.0080 1.0306 -1.4496 -0.599
Br 5.303 4.377 -0.498 -0.9697 -0.1828 1.0453 0.568
H 3.092 6.269 0.265 0.5483 0.5794 -0.2927 0.036
H 2.217 4.871 -0.249 -0.5574 -0.3227 -0.3062 -0.026
H 3.573 3.412 1.193 0.0337 -0.8171 -0.0318 -0.010
H 4.361 4.843 1.848 0.8534 0.1494 0.7288 0.020
Br 2.307 -2.110 -6.403 -0.0550 -0.4862 0.2021 0.606
C 1.031 -3.435 -5.717 -0.8405 2.8102 0.8330 -0.707
C 0.194 -3.934 -6.811 -2.2607 1.0730 -0.5403 -0.644
Br -1.548 -4.467 -6.027 -0.0809 -0.2149 0.1232 0.630
H 0.398 -2.920 -4.982 0.2822 0.4648 -0.4187 0.022
H 1.497 -4.142 -5.113 1.2584 -1.5103 0.3803 0.044
H 0.574 -4.859 -7.138 0.3726 -0.7366 -1.3700 0.036
H -0.187 -3.150 -7.550 1.3010 -1.3651 0.8260 0.082
Br 1.753 -5.525 -0.849 -0.5615 -1.0202 -0.6766 0.702
C 2.883 -4.352 0.093 0.9193 0.2383 1.1216 -0.755
C 3.153 -4.872 1.522 0.0467 -1.2924 -0.8360 -0.716
Br 4.272 -3.603 2.473 -0.2739 -0.1520 -0.0022 0.662
H 2.332 -3.437 0.055 -0.1586 0.6964 0.4728 -0.021
H 3.810 -4.195 -0.457 -0.0301 -0.2477 0.0056 0.062
H 3.675 -5.866 1.493 -0.1208 1.1302 -0.1221 0.072
H 2.230 -5.088 2.069 0.2376 0.6305 -0.0350 -0.010
Br 5.789 -0.008 -1.388 -0.0475 0.1196 0.2784 0.621
C 6.068 0.634 0.434 -1.0892 -1.0880 0.9204 -0.681
C 6.185 -0.567 1.387 0.4488 -0.3607 -2.2401 -0.811
Br 6.711 -0.110 3.123 -0.2427 0.5129 1.2069 0.686
H 5.184 1.232 0.721 0.5905 -0.1551 -0.2850 0.020
H 6.959 1.183 0.469 1.0648 1.0580 -0.2597 0.026
H 6.943 -1.296 1.104 0.1538 0.3671 -0.5118 0.046
H 5.283 -1.117 1.260 -1.0044 -0.3768 0.8982 -0.021
Br 2.269 0.824 1.781 0.0944 0.4874 0.5415 0.730
C 2.013 -0.081 0.103 0.1162 -0.4275 0.1740 -0.686
C 0.540 -0.322 -0.077 1.4755 -1.0450 -0.9987 -0.577
Br 0.355 -1.713 -1.545 -0.0236 0.7965 0.8194 0.662
H 2.565 -0.989 0.215 0.3764 -0.5649 -0.0708 0.021
H 2.462 0.531 -0.661 0.0711 0.0527 -0.3084 0.033
H 0.187 0.582 -0.486 -1.4103 0.8150 -0.2117 0.008
H 0.105 -0.693 0.833 -0.5999 -0.1544 0.0187 -0.015
```
Forces are in eV/Å.

The HOMO energy is -0.3677 Ha. The value obtained for the relative energy (zero: lowest compared OMol25 entry of this formula, charge and spin) is 125.0 kJ/mol. The spin multiplicity is 1. The calculation puts the max |F| at 3.05 eV/Å. Its total energy is -62719.583759 a.u. The value obtained for the gap between HOMO and LUMO is 10.092 eV. The net charge is 0.